Entry 1:
The following is a quantum chemistry calculation of C46H46AsBrN2ReS4 as an isolated structure in a non-equilibrium geometry, from OMol25.

2S+1 = 1
Energy = -8370.4616 Eh
Gap between HOMO and LUMO (spin up / spin down) = 5.4 / 5.4 eV
Highest occupied orbital energy (spin up / spin down) = -10.2 / -10.2 eV
Total charge = +1
ΔE to the lowest compared entry with this formula, charge and spin = 0.0 kJ/mol

Last column: Löwdin charge in e.
Atoms and positions in Å:
Re 0.044155 -1.165428 0.168817  0.73
C -1.372606 4.413849 -0.135722  -0.06
C -0.927164 4.371972 1.331170  -0.35
C 0.531200 3.909307 1.442788  -0.05
C -1.932979 3.611679 2.185082  -0.12
C -2.906651 4.384191 2.812569  -0.02
C -3.897227 3.821045 3.596400  -0.04
C -3.959056 2.444378 3.731871  -0.02
C -3.020121 1.624470 3.115815  -0.13
C -3.220304 0.119995 3.179495  -0.37
C -4.486598 -0.259667 2.398538  -0.05
C -3.277105 -0.438522 4.605239  -0.04
C -1.989090 2.222165 2.371600  -0.16
N -0.959884 1.372879 1.794124  -0.36
C 0.074049 0.746725 2.565950  -0.28
C 1.841050 -0.600920 2.035201  -0.24
N 1.896677 -1.146847 0.658728  -0.08
C 2.998954 -1.976139 0.194151  -0.14
C 4.031087 -1.496139 -0.633951  -0.13
C 5.081480 -2.361446 -0.935426  -0.03
C 5.127047 -3.661953 -0.474469  -0.04
C 4.092034 -4.131988 0.310788  -0.03
C 3.032513 -3.308446 0.661239  -0.15
C 1.908089 -3.910919 1.484277  -0.37
C 2.401693 -4.680284 2.711086  -0.03
C 1.034710 -4.793646 0.581623  -0.06
C 4.105977 -0.150649 -1.344620  -0.36
C 3.629590 1.068589 -0.560336  -0.07
C 3.354834 -0.274393 -2.680271  -0.06
C 2.788620 -1.035678 3.202898  -0.13
C 4.236716 -1.384123 3.233309  0.01
C 4.970615 -1.036431 4.312547  -0.05
C 4.502246 -0.231682 5.453051  0.00
C 3.290050 0.352585 5.401934  -0.18
C 2.533390 1.178775 6.351315  0.00
C 1.217264 1.551757 6.295138  -0.03
C 0.135443 1.379345 5.285302  0.00
C 0.436534 1.231165 3.987798  -0.06
C 2.463005 -0.004419 4.254193  -0.22
H -0.673603 5.005075 -0.730951  0.09
H -2.366906 4.853418 -0.236347  0.09
H -1.405877 3.411567 -0.563945  0.01
H -0.959928 5.399785 1.694705  0.13
H 0.713405 3.023226 0.832115  0.04
H 0.806964 3.694291 2.480114  0.09
H 1.189242 4.696953 1.069404  0.09
H -2.877822 5.462287 2.686233  0.12
H -4.628278 4.452689 4.088831  0.11
H -4.755175 1.994915 4.314695  0.12
H -2.380765 -0.355119 2.678458  0.07
H -5.377021 0.178354 2.855008  0.09
H -4.614715 -1.345975 2.391238  0.07
H -4.429288 0.089856 1.363932  0.08
H -3.981253 0.115307 5.229957  0.08
H -2.295363 -0.408155 5.079940  0.07
H -3.600502 -1.481432 4.582297  0.08
H 5.886581 -1.991828 -1.560632  0.12
H 5.954710 -4.308321 -0.740332  0.12
H 4.102816 -5.158661 0.660471  0.12
H 1.285477 -3.106580 1.862358  0.08
H 2.855349 -5.636630 2.438544  0.08
H 1.560836 -4.889161 3.379254  0.08
H 3.138496 -4.092846 3.265532  0.08
H 1.604242 -5.648443 0.209314  0.09
H 0.679126 -4.232316 -0.290114  0.06
H 0.166064 -5.173142 1.128653  0.07
H 5.159604 0.006723 -1.571245  0.13
H 2.545760 1.102281 -0.531204  0.02
H 3.979529 1.980741 -1.050099  0.09
H 4.023327 1.060182 0.460350  0.09
H 2.325347 -0.593101 -2.496288  0.03
H 3.821821 -1.018656 -3.327124  0.09
H 3.347869 0.683042 -3.209743  0.08
H 4.709833 -1.879462 2.392073  0.11
H 6.009423 -1.350768 4.337989  0.11
H 5.167527 -0.089355 6.299787  0.12
H 3.060856 1.456953 7.260540  0.12
H 0.864554 2.050298 7.192279  0.10
H -0.879616 1.438354 5.661842  0.10
Br -1.842475 -2.709813 1.081327  0.93
C -1.179963 -2.735281 2.901059  -0.52
C -1.623273 -3.686445 3.790328  -0.10
C -0.961544 -3.764956 5.013616  -0.05
C 0.159812 -2.984469 5.259616  0.00
C 0.587593 -2.041667 4.321427  -0.10
C 1.931547 -1.422577 4.415692  -0.01
C 1.866847 1.220059 3.617403  -0.13
C 1.583463 0.925913 2.157451  -0.07
C 0.295942 -0.784732 2.261771  -0.29
C -0.163620 -1.846741 3.171644  -0.23
H -2.426860 -4.370467 3.542772  0.12
H -1.289997 -4.491742 5.745795  0.12
H 0.737922 -3.132661 6.167012  0.13
H 2.508263 -1.908672 5.191814  0.16
H 2.464668 2.098616 3.864975  0.18
H 1.920928 1.619305 1.399635  0.11
S -0.350771 3.066844 -4.124279  0.01
As 0.214384 1.785625 -2.672709  0.28
S -1.163568 0.722801 0.295837  0.76
S -0.506368 -1.643667 -2.011428  -0.01
S -0.724432 -0.155989 -3.393963  -0.05

Cartesian forces, eV/Å:
-0.05 0.92 0.04
0.00 0.07 0.07
0.17 -0.20 -0.09
-0.14 0.09 -0.07
0.13 0.07 0.07
-0.06 0.10 0.05
-0.03 -0.11 0.00
0.06 0.08 0.03
0.05 -0.17 -0.10
-0.13 0.01 0.03
0.08 -0.02 -0.03
0.04 0.06 -0.07
-0.05 0.14 -0.10
-0.31 -0.19 0.06
0.13 0.14 0.00
-0.46 0.21 -0.15
0.08 -0.04 -0.45
0.05 -0.21 0.06
-0.01 0.22 0.00
0.05 -0.04 0.02
0.00 -0.03 -0.02
0.05 -0.07 0.04
-0.24 0.10 0.04
0.11 -0.15 -0.16
-0.02 0.05 0.04
-0.03 0.04 0.10
-0.39 -0.03 0.03
0.22 -0.10 -0.02
0.10 0.09 0.09
0.14 -0.21 0.18
-0.09 0.08 -0.09
0.10 -0.01 0.01
0.06 0.14 0.12
0.01 -0.14 -0.20
-0.02 0.01 0.06
0.03 -0.07 -0.10
-0.06 0.02 -0.06
0.12 0.20 0.09
-0.02 -0.01 -0.18
-0.02 0.01 0.02
0.04 -0.04 0.00
-0.03 -0.07 -0.02
-0.01 0.02 0.07
-0.06 0.15 0.03
0.00 0.00 -0.10
-0.02 -0.01 0.04
0.03 -0.09 0.01
0.05 -0.05 -0.06
0.04 0.03 -0.03
0.11 -0.04 -0.04
0.04 -0.02 -0.03
0.00 0.06 -0.01
-0.04 -0.01 0.05
0.03 -0.05 -0.04
0.02 0.05 0.05
0.02 0.03 0.01
-0.04 0.00 0.01
-0.03 0.04 0.03
0.01 0.08 -0.01
-0.02 0.07 0.00
-0.01 0.08 0.02
0.05 -0.03 -0.06
-0.04 -0.06 0.00
-0.02 0.05 0.01
-0.01 -0.07 0.00
0.07 0.01 -0.04
0.08 -0.01 0.00
-0.17 0.05 0.07
-0.02 -0.05 0.02
-0.07 0.04 -0.04
-0.05 0.04 -0.05
-0.05 0.01 0.01
-0.02 -0.05 0.01
-0.05 -0.02 0.07
-0.08 0.05 -0.01
-0.04 -0.05 -0.10
-0.05 -0.01 -0.07
0.04 0.02 0.00
0.00 -0.11 -0.01
0.31 -0.02 -0.12
-0.12 0.05 0.07
-0.15 -0.19 -0.04
0.05 0.03 0.01
0.09 0.06 -0.01
0.10 -0.10 0.12
-0.29 0.05 0.01
-0.19 -0.29 0.06
0.29 -0.06 -0.11
-0.29 -0.05 0.33
0.13 0.26 -0.11
0.05 0.07 0.03
0.03 0.02 -0.03
-0.08 0.00 -0.07
0.06 0.01 0.08
-0.04 -0.02 0.01
0.04 -0.09 0.04
0.01 -0.15 0.10
0.13 -0.09 -0.03
0.63 -0.92 -0.16
-0.06 0.07 0.77
-0.04 0.28 -0.13

***

Entry 2:
The following is a quantum chemistry calculation of a 8-piece molecular cluster, C46H46ClN11O15P overall in a non-equilibrium geometry, from OMol25.

2S+1 = 1
Energy = -4312.1007 Eh
Gap between HOMO and LUMO = 7.1 eV
Highest occupied orbital energy = -11.0 eV
Total charge = +1
ΔE to the lowest compared entry with this formula, charge and spin = 139.1 kJ/mol

Last column: Löwdin charge in e.
Atoms and positions in Å:
N -2.044147 6.637651 3.785333  0.06
N -2.627845 5.358656 3.851188  -0.13
C -3.436687 5.005128 2.635887  -0.12
C -4.178707 3.648885 2.976299  -0.13
C -3.198218 2.548212 3.511560  -0.18
N -2.132380 3.046823 4.421856  0.03
C -1.658651 4.328766 3.955915  -0.33
N -0.406963 4.432279 3.627596  -0.02
P 0.811340 3.104417 3.748117  0.70
O 2.056045 3.619096 2.720013  -0.33
Cl 0.073237 1.362074 2.851055  0.29
H -2.802552 7.323313 3.751934  0.11
H -1.556949 6.737754 2.880026  0.09
H -2.693300 4.817741 1.807304  0.13
H -4.138106 5.831776 2.401491  0.13
H -4.686950 3.315782 2.036482  0.13
H -5.001619 3.863087 3.706885  0.12
H -3.804909 1.806313 4.093171  0.12
H -2.779931 1.989247 2.636936  0.10
H -2.492875 3.166259 5.368654  0.15
H -0.046422 5.320618 3.260989  0.13
H 1.631172 3.812327 1.853034  0.01
C -1.236608 1.628713 -3.778012  -0.04
C -0.052453 2.356051 -3.861446  -0.05
C 0.457519 2.985645 -2.734984  0.00
C -0.228458 2.875179 -1.529661  -0.15
C -1.416120 2.157459 -1.439327  0.01
C -1.919044 1.533317 -2.569313  -0.04
N 0.310252 3.507832 -0.334199  -0.33
O 1.343572 4.140783 -0.427638  0.09
O -0.300530 3.360964 0.714703  -0.06
H -1.628322 1.132594 -4.658074  0.12
H 0.474190 2.427979 -4.804524  0.12
H 1.379398 3.548106 -2.808529  0.12
H -1.951902 2.074082 -0.502908  0.11
H -2.841326 0.967767 -2.508738  0.09
C -3.256055 -1.583402 7.940004  -0.06
C -4.559945 -1.672077 8.415187  -0.05
C -5.627122 -1.379237 7.577035  0.01
C -5.373684 -1.003178 6.263738  -0.16
C -4.074744 -0.903758 5.782861  -0.03
C -3.013497 -1.194722 6.627494  -0.07
N -6.491884 -0.718038 5.365626  -0.36
O -7.614506 -0.794710 5.815595  0.09
O -6.231929 -0.421642 4.212150  0.05
H -2.425746 -1.819596 8.594963  0.11
H -4.744236 -1.973566 9.438513  0.11
H -6.638449 -1.451577 7.954521  0.12
H -3.876562 -0.606926 4.761112  0.11
H -1.996484 -1.124748 6.262515  0.11
C -6.155359 -4.388004 1.067044  -0.07
C -6.257088 -3.754111 2.300417  -0.06
C -5.208174 -3.825490 3.206629  0.00
C -4.060951 -4.530943 2.864010  -0.14
C -3.952591 -5.173785 1.637227  0.00
C -5.007308 -5.100104 0.737444  -0.06
N -2.943808 -4.585671 3.806988  -0.35
O -3.080438 -4.025692 4.877933  0.07
O -1.942517 -5.179117 3.466293  0.09
H -6.974026 -4.326132 0.359008  0.10
H -7.153363 -3.201570 2.554254  0.11
H -5.295518 -3.329208 4.164225  0.10
H -3.061740 -5.727212 1.371269  0.12
H -4.933521 -5.594707 -0.222931  0.11
C 3.722413 0.664144 1.799449  -0.07
C 5.029417 0.210249 1.665098  -0.05
C 5.686360 0.332931 0.448023  0.01
C 5.023630 0.916440 -0.624537  -0.13
C 3.715820 1.366089 -0.501698  0.01
C 3.065710 1.236963 0.716714  -0.08
N 5.716073 1.071163 -1.902018  -0.33
O 6.854700 0.649090 -1.984081  0.06
O 5.117914 1.614174 -2.809780  0.08
H 3.213882 0.571473 2.752318  0.10
H 5.537277 -0.237004 2.510158  0.11
H 6.703354 -0.023282 0.352155  0.12
H 3.197229 1.816149 -1.338252  0.11
H 2.046511 1.585877 0.824159  0.05
C -9.011124 -2.695855 -2.884507  -0.06
C -8.144726 -2.930463 -3.946302  -0.06
C -6.871175 -2.378777 -3.939343  0.00
C -6.476181 -1.597170 -2.860326  -0.15
C -7.337181 -1.350809 -1.797676  -0.01
C -8.609979 -1.904104 -1.813974  -0.07
N -5.127312 -1.034889 -2.837305  -0.35
O -4.404748 -1.252408 -3.787205  0.09
O -4.798885 -0.381804 -1.863933  0.06
H -10.002910 -3.132620 -2.890782  0.11
H -8.461733 -3.546291 -4.778354  0.11
H -6.203580 -2.566681 -4.769741  0.12
H -7.032266 -0.738698 -0.959241  0.12
H -9.289151 -1.721608 -0.990572  0.11
C 9.738631 0.726636 -2.886242  -0.08
C 11.044901 0.269055 -3.021790  -0.06
C 11.701196 0.386361 -4.239856  0.00
C 11.039777 0.968018 -5.313748  -0.15
C 9.732630 1.421957 -5.191272  0.00
C 9.081693 1.298583 -3.970714  -0.07
N 11.735763 1.115905 -6.592235  -0.36
O 12.870389 0.691681 -6.670734  0.08
O 11.140147 1.657543 -7.500915  0.08
H 9.232439 0.637872 -1.933563  0.09
H 11.553076 -0.177009 -2.175878  0.11
H 12.717293 0.027470 -4.335813  0.12
H 9.215277 1.870885 -6.028800  0.12
H 8.064727 1.650585 -3.862751  0.09
C 6.828740 -2.138093 -4.512247  -0.06
C 5.609362 -1.473847 -4.440828  -0.06
C 4.423533 -2.178971 -4.591768  0.00
C 4.471274 -3.550096 -4.809485  -0.15
C 5.684305 -4.222164 -4.890201  0.00
C 6.866615 -3.509023 -4.740957  -0.06
N 3.222094 -4.299332 -4.943855  -0.36
O 2.179450 -3.676857 -4.886455  0.07
O 3.296011 -5.500077 -5.100730  0.08
H 7.753088 -1.584577 -4.388026  0.10
H 5.585505 -0.405391 -4.263950  0.08
H 3.479413 -1.653703 -4.534641  0.12
H 5.722936 -5.289223 -5.064621  0.12
H 7.818162 -4.022386 -4.799036  0.11

Cartesian forces, eV/Å:
0.52 0.45 -0.81
1.47 -0.86 -0.14
-0.28 -1.88 0.16
-0.31 0.84 -0.33
-1.38 -0.66 -0.48
0.43 1.30 -1.18
-1.51 -0.31 0.91
-0.35 0.43 -1.05
2.61 -1.02 0.71
-3.35 -0.17 0.79
0.05 0.95 -0.04
0.23 -0.28 0.29
-0.26 0.18 0.21
-0.89 0.47 0.34
0.53 -0.57 0.22
0.49 0.01 0.79
0.84 -0.14 -0.48
0.63 0.59 -0.52
0.13 0.57 0.86
-0.07 0.13 -0.24
-0.29 -0.21 0.22
0.68 -0.01 -0.16
0.09 0.07 0.05
-0.15 -0.06 0.16
0.21 0.08 -0.08
-0.23 -0.26 -0.44
-0.14 -0.07 0.12
0.03 0.03 -0.10
-0.01 -0.04 -0.76
0.03 -0.04 0.36
-0.03 0.31 0.39
0.01 0.02 0.06
0.01 0.03 0.08
-0.06 0.00 0.15
0.14 0.05 0.00
0.07 0.00 0.04
-0.03 0.02 -0.01
0.12 0.05 -0.20
-0.11 -0.05 0.11
0.53 -0.14 0.42
0.16 0.07 -0.10
-0.14 0.02 0.15
-0.21 0.04 0.00
0.01 -0.01 -0.01
0.08 0.07 -0.10
-0.05 0.01 -0.04
-0.03 0.02 -0.06
0.00 0.04 -0.19
-0.19 -0.10 0.01
-0.07 -0.04 -0.03
0.03 0.00 0.01
0.12 -0.10 -0.12
-0.07 0.09 0.07
-0.58 0.05 -0.47
0.09 -0.08 -0.10
-0.09 0.14 0.16
0.18 -0.06 0.11
-0.04 0.10 0.08
0.01 -0.02 -0.05
0.04 -0.01 0.04
0.07 -0.01 0.04
0.18 -0.10 -0.02
0.02 0.08 0.18
0.03 0.00 0.06
0.01 0.01 -0.03
-0.16 0.09 -0.11
0.11 -0.04 0.04
-0.31 -0.08 0.64
-0.17 0.09 -0.08
0.25 -0.09 -0.02
0.18 -0.04 -0.04
-0.28 0.02 0.06
-0.01 -0.01 -0.06
0.03 -0.01 -0.05
0.00 0.01 -0.07
-0.07 0.08 -0.16
0.19 -0.05 -0.05
0.06 -0.08 -0.04
0.02 0.00 0.00
-0.01 0.10 0.19
0.06 -0.06 -0.14
-0.66 -0.30 0.02
-0.01 0.06 0.16
0.09 -0.08 -0.17
0.10 -0.05 -0.11
0.04 0.06 -0.03
0.02 0.14 0.13
0.05 0.03 -0.01
0.05 0.05 0.02
0.09 0.10 0.14
0.14 -0.03 -0.13
0.06 0.02 -0.03
0.09 -0.01 -0.04
-0.18 0.10 -0.14
0.13 -0.06 0.06
-0.35 -0.07 0.66
-0.10 0.06 -0.03
0.22 -0.05 -0.02
0.16 0.01 -0.27
0.04 -0.04 0.07
-0.10 0.03 0.00
0.02 0.00 -0.08
0.01 0.02 -0.07
-0.06 0.09 -0.18
0.20 -0.04 -0.05
0.06 -0.03 -0.03
0.03 -0.03 0.00
0.08 -0.16 0.00
-0.06 0.13 0.04
0.62 0.37 0.08
0.08 -0.13 -0.01
-0.16 0.17 0.03
-0.20 -0.15 -0.04
-0.03 0.09 0.02
0.05 -0.04 -0.01
-0.06 -0.01 -0.01
-0.03 -0.05 -0.05
-0.03 -0.20 -0.03
-0.20 0.07 0.01
-0.07 -0.01 -0.01